# 1
Formula: C4H10N2O
Source: the OMol25 dataset
Level of theory: ωB97M-V/def2-TZVPD

The calculation puts the electronic energy at -343.1188 a.u. The value obtained for the relative energy (zero: lowest compared OMol25 entry of this formula, charge and spin) is 217.1 kJ/mol. For the LUMO energy, the calculation gives 0.7 eV. The multiplicity is 1. Its maximum force is 5.424 eV/Å. Its SMILES is CC(=O)C(C)(N)N.

XYZ file:
```
17
Properties=species:S:1:pos:R:3:forces:R:3:mulliken_charge:R:1
C 0.531 -0.514 -0.163 -0.4835 1.6062 1.5557 1.04
C 0.882 0.494 -1.209 0.1455 2.4106 0.4086 -1.38
C -1.595 1.021 0.413 0.4020 1.1905 -0.2406 -1.15
C -0.205 0.579 0.812 -0.8779 -4.2532 3.2493 0.47
N -0.270 -1.624 -0.590 -0.2961 0.0376 0.0095 -0.65
N 1.678 -1.038 0.531 0.4161 0.0097 -0.0151 -0.76
O 0.150 0.617 2.002 -0.3550 1.0200 -2.3649 -0.60
H -1.100 -1.346 -1.099 0.0663 0.0348 0.0741 0.27
H 1.353 -1.637 1.287 0.0505 0.0275 -0.1055 0.27
H -0.549 -2.167 0.222 -0.0875 -0.0795 -0.2002 0.26
H 2.166 -0.285 1.017 -0.1474 -0.1098 -0.2040 0.30
H 1.876 0.352 -1.639 -0.0944 0.2218 0.0733 0.39
H 0.136 0.619 -1.996 0.0721 -0.2729 0.0342 0.31
H 0.761 1.512 -0.556 1.2188 -1.5716 -2.2680 0.28
H -1.869 1.898 1.004 -0.0964 -0.1523 -0.0276 0.34
H -1.632 1.295 -0.642 -0.1860 -0.0932 -0.0141 0.32
H -2.314 0.222 0.607 0.2528 -0.0261 0.0353 0.29
```
Forces are in eV/Å.

***

# 2
Formula: C4H10N2O
Source: the OMol25 dataset
Level of theory: ωB97M-V/def2-TZVPD

The calculation puts the electronic energy at -343.1119 a.u. The value obtained for the relative energy (zero: lowest compared OMol25 entry of this formula, charge and spin) is 235.0 kJ/mol. For the LUMO energy, the calculation gives 0.9 eV. The multiplicity is 1. Its maximum force is 4.503 eV/Å. Its SMILES is C[C@@H](CN)C(N)=O.

XYZ file:
```
17
Properties=species:S:1:pos:R:3:forces:R:3:mulliken_charge:R:1
C 0.680 1.394 1.208 -0.0602 0.0026 0.0071 -1.35
C 0.546 0.615 -0.091 -2.5549 -0.2553 -0.1681 0.27
C 1.138 -0.748 -0.085 -2.6890 -2.7555 0.6710 -0.74
H 0.830 1.207 -0.961 0.0788 0.0989 0.0732 0.42
H -0.136 2.115 1.316 0.1662 -0.0710 -0.1148 0.32
H 1.638 1.923 1.253 -0.1005 -0.0622 -0.0296 0.38
H 0.627 0.739 2.083 -0.0223 -0.0438 -0.0949 0.28
H 1.920 -0.928 0.652 0.0516 -0.0759 -0.2526 0.37
H 1.391 -1.123 -1.077 0.2588 0.0103 0.1992 0.30
C -1.074 0.157 -0.329 1.4540 4.2589 -0.1704 0.53
N -0.155 -1.650 0.384 2.4425 0.9914 -0.0862 -0.63
N -1.327 -0.016 -1.687 -0.1206 -0.6336 0.1332 -0.44
O -1.952 0.606 0.399 0.4492 -1.1384 -0.1858 -0.67
H -2.306 -0.035 -1.940 0.1245 -0.2138 0.0652 0.23
H -0.694 -0.537 -2.276 -0.0795 0.0974 0.1283 0.20
H -0.363 -1.519 1.373 -0.2159 -0.4565 -0.7413 0.25
H -0.765 -2.200 -0.223 0.8174 0.2466 0.5665 0.27
```
Forces are in eV/Å.

***

# 3
Formula: C4H10N2O
Source: the OMol25 dataset
Level of theory: ωB97M-V/def2-TZVPD

The calculation puts the electronic energy at -343.0594 a.u. The value obtained for the relative energy (zero: lowest compared OMol25 entry of this formula, charge and spin) is 373.1 kJ/mol. For the LUMO energy, the calculation gives 0.8 eV. The multiplicity is 1. Its maximum force is 5.682 eV/Å. Its SMILES is C=C[C@](C)(O)NN.

XYZ file:
```
17
Properties=species:S:1:pos:R:3:forces:R:3:mulliken_charge:R:1
C 0.948 -1.778 -1.009 1.3509 3.6740 -1.1180 -0.84
C 0.834 -0.478 -0.673 -1.3696 -2.9810 1.7099 -0.65
C 0.606 0.770 1.577 0.7552 -1.0047 0.0615 -1.17
C -0.121 0.033 0.377 0.6464 2.0998 0.7762 0.95
N -1.571 1.098 -1.396 2.2139 3.2830 -4.0755 -0.72
N -0.847 1.178 -0.277 0.2460 0.0304 5.2287 -0.13
O -0.989 -0.887 0.975 -0.8507 -1.0566 -0.4707 -0.58
H 1.567 -2.031 -1.848 0.4369 -0.2897 -0.0642 0.27
H 0.543 -2.527 -0.453 -1.6893 -1.9892 1.1626 0.29
H 1.462 0.277 -0.989 1.0856 1.4109 -1.4619 0.48
H -0.135 1.176 2.375 1.3005 -0.8741 -1.4985 0.27
H 1.386 0.019 2.017 -1.5044 1.3881 -0.3918 0.35
H 1.169 1.585 1.102 -0.0725 -0.0155 0.5637 0.33
H -0.892 1.364 -2.198 -1.9025 -0.7362 1.3950 0.26
H -1.942 0.248 -1.580 -1.5099 -3.4364 -0.6928 0.24
H -1.492 1.499 0.480 0.8441 -0.0472 -0.7360 0.28
H -0.526 -1.547 1.520 0.0193 0.5444 -0.3884 0.37
```
Forces are in eV/Å.

***

# 4
Formula: C4H10N2O
Source: the OMol25 dataset
Level of theory: ωB97M-V/def2-TZVPD

The calculation puts the electronic energy at -343.0762 a.u. The value obtained for the relative energy (zero: lowest compared OMol25 entry of this formula, charge and spin) is 328.9 kJ/mol. For the LUMO energy, the calculation gives 0.8 eV. The multiplicity is 1. Its maximum force is 4.401 eV/Å.

XYZ file:
```
17
Properties=species:S:1:pos:R:3:forces:R:3:mulliken_charge:R:1
C 1.784 0.907 -0.381 -0.5007 0.1092 -0.3150 -1.21
C 1.199 -0.424 -0.002 2.2315 -1.3427 2.0460 0.60
N 0.953 -0.540 1.492 1.4166 -0.2967 -0.9693 -0.50
O 1.184 -1.432 -0.665 -0.5864 1.1754 0.4598 -0.52
H 0.956 -1.501 1.812 0.2523 0.0537 -0.0967 0.27
H 1.436 0.110 2.102 0.1424 -0.1193 -0.2282 0.25
H 1.771 1.004 -1.463 0.0407 0.0042 0.0014 0.31
H 2.818 0.944 -0.028 -0.0620 -0.1712 0.0133 0.36
H 1.223 1.730 0.058 -0.0366 -0.0613 0.0429 0.40
C -1.977 -0.800 -0.726 0.0629 0.0691 -0.2958 -1.06
C -1.203 0.187 0.097 0.0023 -0.8255 2.6831 0.22
N -1.300 1.450 0.041 0.0078 0.5394 -0.2534 -0.63
H -1.957 1.781 -0.678 0.0466 -0.1797 -0.0747 0.20
H -0.391 -0.214 1.152 -2.9601 0.9895 -3.1034 0.46
H -1.283 -1.466 -1.244 -0.0558 -0.0391 0.0247 0.23
H -2.607 -1.426 -0.090 0.0400 0.0620 0.0389 0.25
H -2.605 -0.309 -1.476 -0.0415 0.0332 0.0264 0.37
```
Forces are in eV/Å.

***

# 5
Formula: C4H10N2O
Source: the OMol25 dataset
Level of theory: ωB97M-V/def2-TZVPD

The calculation puts the electronic energy at -343.1045 a.u. The value obtained for the relative energy (zero: lowest compared OMol25 entry of this formula, charge and spin) is 254.6 kJ/mol. For the LUMO energy, the calculation gives 0.8 eV. The multiplicity is 1. Its maximum force is 1.989 eV/Å. Its SMILES is NC(N)=O.C#C.C.

XYZ file:
```
17
Properties=species:S:1:pos:R:3:forces:R:3:mulliken_charge:R:1
C -0.509 -1.435 -0.181 0.5992 -1.7852 -0.6411 0.48
C 2.247 1.576 -0.816 -0.0535 -0.5950 -0.2737 -0.94
N -1.742 -1.625 -0.782 -0.0535 0.5418 0.0494 -0.42
N -0.443 -1.922 1.107 -0.0670 0.2596 0.1010 -0.43
C -1.520 1.086 0.794 0.8465 1.1934 0.5938 -0.54
C -0.492 1.672 1.013 -1.2465 -0.6905 -0.2065 -0.35
O 0.486 -1.102 -0.800 -0.5236 0.4251 0.2698 -0.67
H 1.512 0.756 -0.835 0.2556 0.5371 0.1199 0.12
H -2.333 -2.359 -0.433 0.0099 -0.0086 0.0248 0.21
H -1.741 -1.502 -1.782 0.0690 -0.0341 0.0871 0.23
H 0.396 -1.665 1.601 -0.0301 0.0305 -0.0358 0.24
H -1.281 -1.921 1.663 -0.0149 0.0999 0.0495 0.24
H -2.507 0.741 0.721 -0.4653 -0.4595 -0.2757 0.43
H 0.396 2.187 1.208 0.6993 0.2532 0.0360 0.48
H 2.834 1.536 0.095 0.0644 -0.0254 0.1666 0.28
H 2.912 1.429 -1.663 0.1550 0.0434 -0.0613 0.31
H 1.787 2.548 -0.912 -0.2444 0.2142 -0.0039 0.31
```
Forces are in eV/Å.

***

# 6
Formula: C4H10N2O
Source: the OMol25 dataset
Level of theory: ωB97M-V/def2-TZVPD

The calculation puts the electronic energy at -343.0576 a.u. The value obtained for the relative energy (zero: lowest compared OMol25 entry of this formula, charge and spin) is 377.6 kJ/mol. For the LUMO energy, the calculation gives 0.7 eV. The multiplicity is 1. Its maximum force is 0.202 eV/Å. Its SMILES is CN/C(N)=C(\C)O.

XYZ file:
```
17
Properties=species:S:1:pos:R:3:forces:R:3:mulliken_charge:R:1
C -1.807 0.814 1.445 0.0459 -0.0319 -0.0983 -0.93
C 1.897 -0.925 0.213 -0.0556 0.0448 -0.0431 -1.05
N -1.090 -0.136 0.603 0.1259 0.0865 -0.0748 -0.20
C -0.256 0.195 -0.357 -0.0268 -0.0334 0.1170 0.25
C 0.595 -0.988 -0.569 -0.0593 -0.1095 -0.1004 -0.24
N -0.173 1.371 -1.000 -0.0508 -0.0150 0.0224 -0.39
O 0.936 -1.182 -1.957 -0.0937 0.0523 0.1707 -0.48
H 0.247 -1.731 -2.342 0.0663 0.0314 0.0305 0.31
H -0.566 -1.271 0.498 0.0585 0.1666 -0.0476 0.48
H 0.471 1.410 -1.776 -0.0426 -0.0226 0.0592 0.23
H -0.933 2.034 -1.002 0.0624 -0.0898 0.0337 0.23
H -2.269 0.271 2.268 0.0245 0.0301 -0.0410 0.32
H -2.608 1.307 0.883 0.0523 -0.0418 0.0284 0.29
H -1.148 1.586 1.860 -0.0225 -0.0700 -0.0432 0.32
H 2.602 -0.199 -0.218 -0.0403 -0.0303 0.0171 0.28
H 1.721 -0.652 1.256 -0.0167 -0.0078 -0.0357 0.31
H 2.382 -1.903 0.196 -0.0276 0.0402 0.0050 0.28
```
Forces are in eV/Å.

***

# 7
Formula: C4H10N2O
Source: the OMol25 dataset
Level of theory: ωB97M-V/def2-TZVPD

The calculation puts the electronic energy at -343.0418 a.u. The value obtained for the relative energy (zero: lowest compared OMol25 entry of this formula, charge and spin) is 419.1 kJ/mol. For the LUMO energy, the calculation gives 1.0 eV. The multiplicity is 1. Its maximum force is 2.194 eV/Å.

XYZ file:
```
17
Properties=species:S:1:pos:R:3:forces:R:3:mulliken_charge:R:1
C 0.347 -1.528 0.301 0.2710 -0.9284 -1.9688 0.36
C 1.744 -1.518 0.814 0.0200 0.5168 -0.2753 -1.14
C -1.186 2.174 -1.456 -0.2404 -0.2042 0.0100 -0.88
N -0.661 -1.638 1.190 0.0661 1.1446 -0.3374 -0.39
C -0.531 1.806 -0.161 0.5169 -0.0758 -0.4150 -0.09
O 0.419 -0.036 -1.027 -0.3410 -1.0102 1.7875 -0.50
N 0.291 0.837 -0.004 -0.6540 1.0424 0.6998 -0.33
H 0.177 -2.068 -0.625 0.0087 -0.2380 0.3506 0.27
H -1.602 -1.564 0.826 0.0600 -0.2112 -0.0133 0.26
H -0.546 -1.150 2.069 0.0536 0.0630 -0.1290 0.25
H -0.685 2.424 0.717 0.1874 0.1141 -0.0191 0.39
H 1.819 -1.032 1.786 -0.0310 -0.0950 0.0499 0.35
H 2.338 -0.944 0.101 0.0683 -0.1906 0.1405 0.31
H 2.108 -2.546 0.862 -0.0030 0.0546 0.0871 0.33
H -0.466 2.636 -2.137 -0.0243 0.0138 0.0770 0.24
H -2.012 2.868 -1.294 0.0583 -0.0201 -0.0446 0.30
H -1.554 1.279 -1.961 -0.0165 0.0246 0.0003 0.25
```
Forces are in eV/Å.

***

Q: What is the electronic energy in the sixth record?
A: -343.0576 a.u.

***

Q: Among the records above, which one has the highest relative energy (zero: lowest compared OMol25 entry of this formula, charge and spin)?
A: number 7

***

Q: Among the records above, which one has the highest maximum force?
A: number 3

***

Q: What is the maximum force in the fourth record?
A: 4.401 eV/Å